A 2-piece molecular cluster, C4H5P overall in a non-equilibrium geometry, computed with wB97M-V/def2-TZVPD.

Summary:
DFT total energy in eV: -13510.6760
Energy relative to the best compared isomer or geometry (same formula, charge and spin) in kcal per mole: 120.78
Multiplicity: 1
Gap between HOMO and LUMO (alpha / beta) in eV: 7.6 / 8.2
Maximum force in eV/A: 5.60

Last column: Mulliken charge in e.
Element x y z (Å)
C 0.5397 1.0533 -0.8599  0.32
C -1.2288 -1.0284 0.2800  -0.74
C -0.6248 0.5171 -1.0738  -0.29
C 1.7017 1.1361 0.0420  -0.76
P 1.6936 2.2519 -1.4508  -0.05
H -2.2815 -1.2135 0.2637  0.33
H -0.6296 -1.0616 1.1664  0.32
H -1.3590 0.5774 -1.8396  0.37
H 1.5635 1.5912 1.0182  0.25
H 2.3892 0.2972 0.0463  0.25